Entry 1:
82
Properties=species:S:1:pos:R:3 method="wB97M-V/def2-TZVPD" smiles="C[C@@H](F)Cc1c(S(C)(=O)=O)c(COO)c2nccnc2c1P(C)O.CCCCCC.CCCCCC" homo_lumo_gap_ev=6.26 charge=0 homo_ev=-8.16 multiplicity=1 e_above_lowest_kj_mol=1500.16 energy_ev=-63748.693
C 3.12 -3.87 5.52
C 1.64 -3.11 5.39
F 0.82 -3.68 6.53
C 1.76 -1.47 5.73
C 1.81 -0.65 4.31
C 3.17 0.22 3.87
S 4.59 0.28 5.09
C 4.06 1.02 6.77
O 5.05 -1.21 5.31
O 5.84 1.06 4.67
C 3.18 0.98 2.38
C 4.54 1.82 1.87
O 4.66 3.12 2.55
O 3.44 3.63 2.67
C 1.87 0.94 1.34
N 2.04 1.72 0.07
C 0.79 1.52 -0.74
C -0.53 0.65 -0.36
N -0.64 -0.07 0.94
C 0.57 0.07 1.83
C 0.48 -0.71 3.30
P -1.16 -1.63 3.70
C -2.70 -0.46 3.37
O -1.36 -1.99 5.39
H 3.60 -4.04 4.47
H 3.83 -3.30 6.29
H 2.92 -4.93 6.04
H 1.10 -3.31 4.37
H 2.70 -1.38 6.42
H 0.85 -1.09 6.40
H 3.03 1.56 6.72
H 4.92 1.67 7.26
H 3.93 0.07 7.48
H 5.44 1.07 2.09
H 4.56 2.00 0.71
H 3.50 4.20 3.51
H 0.77 2.06 -1.81
H -1.44 0.59 -1.11
H -2.93 -0.39 2.21
H -2.52 0.63 3.82
H -3.63 -0.98 3.87
H -1.59 -1.10 5.83
C -2.44 -3.09 -0.50
C -2.84 -2.29 -1.73
C -3.89 -1.22 -1.43
C -5.24 -1.75 -0.92
C -5.93 -2.75 -1.85
C -6.30 -2.15 -3.20
H -3.29 -3.64 -0.08
H -1.67 -3.82 -0.76
H -2.03 -2.43 0.27
H -3.20 -2.97 -2.51
H -1.95 -1.80 -2.14
H -4.06 -0.62 -2.34
H -3.49 -0.52 -0.68
H -5.91 -0.90 -0.75
H -5.09 -2.23 0.06
H -6.85 -3.10 -1.36
H -5.31 -3.64 -2.00
H -6.97 -1.29 -3.07
H -6.81 -2.89 -3.82
H -5.41 -1.82 -3.75
C -1.43 3.31 -5.04
C -0.40 2.19 -5.05
C 1.04 2.71 -5.07
C 1.42 3.54 -6.30
C 1.23 2.83 -7.65
C 2.11 1.59 -7.79
H -1.37 3.93 -5.93
H -2.44 2.88 -5.00
H -1.30 3.94 -4.16
H -0.58 1.53 -5.91
H -0.54 1.57 -4.16
H 1.72 1.86 -4.98
H 1.21 3.32 -4.18
H 2.46 3.85 -6.21
H 0.83 4.47 -6.31
H 1.48 3.53 -8.45
H 0.18 2.55 -7.79
H 3.17 1.86 -7.70
H 1.95 1.14 -8.77
H 1.88 0.84 -7.03


Entry 2:
66
Properties=species:S:1:pos:R:3 method="wB97M-V/def2-TZVPD" s2=2.02 homo_lumo_gap_ev="2.44 / 5.29" charge=-2 homo_ev="1.96 / -1.81" multiplicity=3 energy_ev=-69493.168
C -0.95 2.69 -2.59
C 0.15 2.13 -1.66
C -1.90 1.51 -2.87
C -0.97 0.29 -2.82
H -2.39 1.62 -3.84
H -2.66 1.48 -2.08
C 0.39 0.74 -2.21
H -0.27 2.12 -0.65
H 1.05 2.76 -1.67
C 0.79 -0.37 -1.23
H 1.16 0.80 -2.99
H -0.77 -0.08 -3.85
C -1.37 -0.94 -1.94
C -1.56 3.97 -2.08
C -0.39 3.24 -3.91
O -0.98 3.25 -4.96
O -1.48 4.38 -0.93
O -2.13 4.71 -3.06
O 0.86 3.73 -3.71
C 1.09 5.15 -3.79
H 1.65 5.43 -2.89
H 0.17 5.73 -3.84
H 1.71 5.33 -4.67
C -2.88 5.78 -2.52
H -3.52 5.40 -1.72
H -3.46 6.18 -3.33
H -2.22 6.54 -2.11
O -0.14 -1.47 -1.37
H 0.77 -0.03 -0.17
H 1.79 -0.77 -1.45
C -2.02 -2.01 -2.80
C -2.31 -0.58 -0.79
H -3.31 -0.34 -1.18
H -1.93 0.27 -0.21
H -2.39 -1.44 -0.12
H -2.29 -2.88 -2.19
H -1.34 -2.34 -3.60
H -2.93 -1.62 -3.27
Au 1.30 -1.71 2.70
C 3.20 -3.57 2.98
C 2.76 -3.14 1.66
C 3.24 -1.76 1.47
H 2.37 -3.78 0.87
C 3.93 -1.38 2.68
C 3.92 -2.49 3.57
H 4.40 -2.52 4.54
H 3.07 -4.57 3.38
H 3.24 -1.24 0.52
H 4.43 -0.43 2.84
C -0.25 -1.66 4.61
C 0.91 -1.63 5.44
C 1.64 -0.45 5.15
H 1.15 -2.37 6.21
C 0.98 0.26 4.11
C -0.22 -0.48 3.75
H -1.04 -0.11 3.13
H -1.11 -2.32 4.71
H 2.57 -0.13 5.64
H 1.24 1.26 3.72
Cl -1.92 -5.40 0.87
C -1.05 -5.66 2.38
Cl 0.02 -7.07 2.33
C -0.20 -4.38 2.78
O 0.38 -4.47 3.88
O -0.19 -3.40 1.96
H -1.78 -5.78 3.20


Entry 3:
71
Properties=species:S:1:pos:R:3 method="wB97M-V/def2-TZVPD" s2=2.01 homo_lumo_gap_ev="8.67 / 8.82" charge=0 homo_ev="-8.97 / -9.24" multiplicity=3 energy_ev=-55775.948
O -1.86 -0.89 -3.30
C -1.68 0.42 -3.10
O -0.73 1.37 -3.74
C -1.60 2.50 -4.19
C -2.86 2.39 -3.13
P -4.54 1.67 -3.75
S -4.92 2.05 -5.63
O -2.44 1.30 -2.19
H -1.00 3.42 -3.79
H -1.82 2.43 -5.35
H -2.89 3.41 -2.52
H -4.53 0.24 -3.49
H -5.62 2.25 -2.95
C 0.41 2.63 4.50
C -0.27 3.72 3.62
C -1.81 3.72 3.84
C -2.55 2.59 3.14
C -2.18 2.54 1.66
C -0.66 2.43 1.44
N 0.12 3.49 2.18
O -0.06 4.70 1.49
C -0.19 1.01 1.87
C -0.38 2.45 -0.10
C 0.27 5.07 4.20
H 1.08 1.97 3.93
H 1.06 3.06 5.27
H -0.32 1.99 5.01
H -2.23 4.67 3.48
H -2.03 3.68 4.92
H -2.34 1.64 3.63
H -3.63 2.75 3.24
H -2.70 1.69 1.20
H -2.57 3.44 1.17
H 0.90 0.90 1.77
H -0.65 0.24 1.25
H -0.46 0.76 2.90
H -0.77 3.35 -0.59
H -0.85 1.60 -0.60
H 0.70 2.39 -0.30
H 1.35 5.17 4.04
H 0.08 5.12 5.28
H -0.22 5.94 3.76
C 3.81 -3.40 0.11
C 2.81 -4.49 -0.38
C 3.07 -4.85 -1.87
C 2.55 -3.83 -2.87
C 1.08 -3.52 -2.60
C 0.83 -3.06 -1.14
N 1.40 -4.01 -0.13
O 0.56 -5.14 -0.09
C 1.44 -1.64 -0.96
C -0.70 -2.82 -0.95
C 3.19 -5.76 0.46
H 3.31 -2.56 0.59
H 4.50 -3.79 0.87
H 4.42 -3.01 -0.71
H 2.60 -5.82 -2.11
H 4.14 -5.00 -2.04
H 3.15 -2.92 -2.83
H 2.65 -4.22 -3.89
H 0.75 -2.74 -3.30
H 0.48 -4.41 -2.82
H 1.32 -1.29 0.08
H 0.94 -0.91 -1.60
H 2.50 -1.58 -1.21
H -1.30 -3.72 -1.17
H -1.07 -2.04 -1.62
H -0.93 -2.51 0.08
H 2.99 -5.61 1.52
H 4.26 -5.99 0.34
H 2.65 -6.66 0.13